No. 1
Density functional theory data (ωB97M-V/def2-TZVPD) for C17H27F3NO5Sn as an isolated structure.

Results
Net charge   +1
Kohn-Sham gap   0.111 Eh
E_LUMO   -7.85 eV
Multiplicity   1

Geometry (Å):
C 3.16506 1.80866 4.05546
C 2.82544 1.91860 2.89996
C 2.24249 1.99159 1.47535
C 1.22453 0.75073 1.33743
O 1.82594 -0.49522 1.62203
C 2.84097 -0.90716 0.68985
C 2.35709 -2.02769 -0.34479
C 1.49518 -3.15620 0.37566
C 0.60961 -4.00569 -0.62419
C 0.21066 1.01024 2.57901
O -0.54456 1.98796 2.60951
O 0.24117 0.18735 3.58671
N 0.38982 0.81480 0.14775
C -0.50313 -0.34569 -0.01959
C -2.01145 0.18243 -0.18147
C -2.94956 -0.85560 -0.93966
C -4.33634 -0.87759 -0.14779
O -5.08568 0.33458 -0.32398
C -5.07144 1.16602 0.84146
C 1.05991 1.29360 -1.06557
C 0.26894 1.13641 -2.41798
O -0.76607 2.11841 -2.57445
C 1.32703 1.49426 -3.56204
F 2.30975 0.52821 -3.68073
F 0.73278 1.68009 -4.78198
F 2.00513 2.68772 -3.28469
H 3.37274 1.57634 5.11833
H 1.57527 2.92337 1.40510
H 3.04513 1.97196 0.67374
H 3.37702 -0.08252 0.14681
H 3.63666 -1.43135 1.30566
H 1.85888 -1.59784 -1.25277
H 3.31538 -2.54906 -0.65427
H 2.19362 -3.83086 0.95940
H 0.79303 -2.72506 1.14839
H 1.21015 -4.20885 -1.54830
H 0.27061 -4.95266 -0.11080
H -0.33511 -3.42176 -0.82896
H -0.21353 -1.05165 -0.85318
H -0.54506 -1.00129 0.90156
H -2.40848 0.23522 0.87735
H -2.06496 1.22927 -0.57410
H -3.20643 -0.47974 -1.96854
H -2.49919 -1.87978 -1.02790
H -4.16474 -1.00072 0.96837
H -4.96769 -1.77010 -0.44276
H -5.49437 0.66951 1.76194
H -5.75152 2.04304 0.61797
H -4.06793 1.60532 1.09064
H 2.09733 0.88386 -1.25534
H 1.20049 2.41919 -0.95898
H -0.06793 0.09533 -2.65676
H -1.52095 1.67636 -3.00304
Sn 3.49838 4.23366 1.88915

***

No. 2
Density functional theory data (ωB97M-V/def2-TZVPD) for C2H5N2O as an isolated structure.

Results
Net charge   +1
Kohn-Sham gap (spin up / spin down)   0.313 / 0.345 Eh
E_LUMO (spin up / spin down)   -4.61 / -7.15 eV
Energy relative to the best compared isomer or geometry (same formula, charge and spin)   2.859 eV
Multiplicity   3

Geometry (Å):
C 0.40876 0.09199 -0.29070
C -0.52652 -1.05742 0.01818
N -1.24768 0.97008 0.10314
N 1.62713 0.46942 -0.06688
O -1.74251 -0.32014 -0.03248
H -0.69356 -1.98398 -0.60543
H -0.25001 -1.21846 1.01710
H -1.78295 1.70091 -0.57580
H 2.33459 -0.16726 0.46146
H 1.87275 1.51487 -0.02859

***

No. 3
Density functional theory data (ωB97M-V/def2-TZVPD) for C8H17BaF6NO17S4 as an isolated structure.

Results
Net charge   -4
Kohn-Sham gap   0.075 Eh
E_LUMO   6.36 eV
Multiplicity   1

Geometry (Å):
Ba 0.40197 -0.24025 -0.33142
S 3.54691 -0.62208 1.95043
O 4.12024 0.76444 2.05588
O 4.67045 -1.59362 1.79626
O 2.72716 -0.94111 3.13020
O 2.68854 -0.75015 0.69122
S 1.83275 -3.02269 -2.68204
O 1.88939 -1.73316 -1.88354
O 2.01980 -2.67041 -4.14591
O 2.96113 -3.86659 -2.23387
O 0.50205 -3.66505 -2.53611
C 0.38942 1.71641 4.11195
F 1.63898 1.48135 4.45620
F -0.22266 2.23334 5.21124
F 0.41166 2.71296 3.18660
S -0.54379 0.23663 3.49183
O -1.87336 0.85214 3.39548
O 0.05643 -0.06033 2.21713
O -0.39538 -0.70272 4.53745
C -2.54795 -4.04629 1.86005
F -2.90185 -5.33794 2.03707
F -3.34623 -3.64338 0.82984
F -2.97692 -3.37429 2.92423
S -0.68965 -3.86335 1.55881
O -0.23229 -3.74142 2.91172
O -0.43678 -5.12968 0.91519
O -0.51585 -2.67106 0.73772
C -3.26808 -0.58196 0.06423
C -3.09232 -0.52314 -1.43827
O -1.81303 -0.90713 -1.88044
O -2.35996 0.30874 0.69081
H -3.10804 -1.57244 0.45489
H -4.30788 -0.31682 0.30037
H -3.27652 0.55430 -1.63878
H -3.85095 -1.10212 -1.98504
H -1.80925 -0.98473 -2.83725
H -2.80888 1.11570 0.94851
C 2.16375 2.93778 -3.70876
C 1.69531 2.22305 -2.44060
C 0.76870 3.11826 -1.64399
O 0.29121 2.37679 -0.52395
C -0.36641 3.19497 0.41315
N 0.99182 0.97751 -2.85390
H 2.97281 2.34692 -4.13755
H 2.67102 3.88511 -3.44249
H 1.36251 3.19791 -4.39794
H 2.55881 1.91916 -1.84646
H -0.09499 3.52873 -2.18678
H 1.37246 3.92371 -1.19871
H 0.36645 3.70337 1.05279
H -0.99441 2.57511 1.04610
H -0.90063 4.01321 -0.09697
H 1.52279 0.49056 -3.57292
H 0.13954 1.27574 -3.33364

***

| no. | largest force on an atom (Eh/bohr) |
| --- | --- |
| 1 | 0.1029 |
| 2 | 0.0629 |
| 3 | 0.0705 |